{
  "formula": "C4H5OP",
  "method": "the ωB97M-V functional and the def2-TZVPD basis",
  "spin_multiplicity": 1,
  "max_force_ev_per_a": 4.29,
  "homo_ev": -8.247,
  "elements": ["C", "C", "C", "C", "O", "P", "H", "H", "H", "H", "H"],
  "positions_angstrom": [[0.8392, -1.1245, -0.0849], [-0.5694, -0.9565, -0.1093], [1.6214, -0.0002, -0.0648], [-1.0814, 0.3188, -0.0895], [-2.3020, 0.8097, 0.0596], [0.9042, 1.6013, -0.0247], [1.3437, -2.0858, -0.2691], [-1.4307, -1.7523, -0.2458], [2.5885, -0.0825, -0.4604], [-2.2588, 1.7067, -0.0675], [0.3453, 1.5654, 1.3563]]
}



{
  "formula": "C3H2NO3",
  "method": "the ωB97M-V functional and the def2-TZVPD basis",
  "spin_multiplicity": 1,
  "charge": -1,
  "max_force_ev_per_a": 2.48,
  "homo_ev": [-3.011, -3.012],
  "elements": ["C", "C", "C", "N", "O", "O", "O", "H", "H"],
  "positions_angstrom": [[1.0345, -1.8819, 0.1925], [-1.5812, -0.1156, 0.5056], [0.9111, 0.4852, -0.0075], [-0.4067, 0.5901, -0.2593], [-2.6500, 0.4432, 0.3874], [1.6893, 1.4161, -0.1406], [1.4053, -0.6770, 0.5282], [0.1193, -1.8374, -0.5958], [-0.5215, 1.5774, -0.6106]]
}



{
  "formula": "C4H20B2Cl4Co2N4O24",
  "method": "the ωB97M-V functional and the def2-TZVPD basis",
  "spin_multiplicity": 8,
  "charge": -3,
  "max_force_ev_per_a": 5.28,
  "homo_ev": [2.780, -0.959],
  "elements": ["Co", "Co", "Cl", "O", "O", "O", "O", "Cl", "O", "O", "O", "O", "Cl", "O", "O", "O", "O", "Cl", "O", "O", "O", "O", "B", "H", "H", "H", "H", "B", "H", "H", "H", "H", "C", "N", "O", "O", "H", "H", "H", "C", "N", "O", "O", "H", "H", "H", "C", "N", "O", "O", "H", "H", "H", "C", "N", "O", "O", "H", "H", "H"],
  "positions_angstrom": [[1.8584, 1.3233, 0.2695], [-0.9900, -1.2417, -1.4931], [-0.0372, 4.3016, -0.5137], [0.8176, 3.1754, -0.6608], [0.0934, 4.7314, 0.7927], [0.2362, 5.2606, -1.5144], [-1.3912, 3.9848, -0.6455], [-4.2331, 0.4395, -1.5619], [-2.8624, 0.0412, -1.2654], [-5.1594, -0.2129, -0.7601], [-4.3725, 1.8685, -1.4096], [-4.6032, 0.1710, -2.9342], [4.0982, -1.3768, 1.3120], [3.4546, -2.1477, 2.3242], [4.1005, -1.9973, 0.0057], [3.4655, -0.0754, 1.2481], [5.4441, -1.2013, 1.7368], [3.4216, 0.2868, -3.1624], [4.6514, 0.9745, -3.3160], [3.6645, -1.0794, -2.9295], [2.7836, 0.8302, -1.9705], [2.6636, 0.5026, -4.3559], [0.1746, 0.0281, -0.1569], [1.1197, -0.4610, 0.0216], [-0.6359, -0.6076, 0.1642], [0.0841, 0.9901, 0.3233], [0.0983, 0.1363, -1.2278], [0.8037, -2.6405, -1.6153], [-0.0292, -2.7484, -0.9378], [0.9236, -3.6093, -2.0749], [0.5996, -1.8814, -2.3544], [1.6777, -2.4189, -1.0227], [-3.7440, -2.3158, 1.7474], [-2.6505, -3.0274, 1.1223], [-2.2250, -2.6476, 0.0410], [-2.2309, -4.0283, 1.7097], [-4.4787, -2.0155, 1.0004], [-3.2457, -1.5168, 2.2966], [-4.1803, -3.0577, 2.4161], [1.5553, 3.6693, 4.0442], [1.1918, 2.3770, 3.3932], [0.5828, 1.6222, 4.1108], [1.3796, 2.1705, 2.1894], [1.5430, 3.7111, 5.1333], [0.7580, 4.3202, 3.6854], [2.5527, 3.8386, 3.6385], [-0.4510, 1.3342, -5.6004], [-0.7115, 1.0449, -4.1017], [-0.4384, -0.0153, -3.5538], [-1.1794, 1.9256, -3.4164], [-0.5895, 0.4265, -6.1878], [0.5826, 1.6646, -5.7038], [-1.2373, 2.0479, -5.8464], [-0.7421, -3.0247, 4.1294], [-0.5978, -1.6096, 3.7020], [-0.0510, -1.4287, 2.6454], [-1.0363, -0.7468, 4.4522], [-0.4779, -3.6718, 3.2930], [-1.7824, -3.1338, 4.4358], [-0.0167, -3.2592, 4.9085]]
}



{
  "formula": "H35O17",
  "method": "the ωB97M-V functional and the def2-TZVPD basis",
  "spin_multiplicity": 1,
  "charge": 1,
  "max_force_ev_per_a": 11.66,
  "homo_ev": -13.339,
  "elements": ["O", "H", "H", "O", "H", "H", "O", "H", "H", "O", "H", "H", "O", "H", "O", "H", "H", "O", "H", "H", "O", "H", "H", "O", "H", "H", "O", "H", "H", "O", "H", "H", "O", "H", "H", "O", "H", "H", "O", "H", "H", "O", "H", "H", "O", "H", "H", "O", "H", "H", "H", "H"],
  "positions_angstrom": [[-3.8977, -1.2420, 2.1241], [-1.5419, 3.5368, -1.9645], [-1.0510, 3.3211, -0.4712], [-0.7095, 3.3778, -1.3606], [-4.4667, 0.7854, -1.4100], [1.3299, -3.7281, 0.9723], [-0.9852, -1.4942, 0.4581], [-0.5163, -1.3809, -0.2370], [-3.1562, 1.4385, 0.4155], [3.9798, 1.0802, 2.2222], [4.0406, 1.0744, 3.2128], [-1.8492, 0.7780, 0.5625], [-2.7556, 0.7493, 0.7913], [0.8115, 0.5223, 2.5957], [3.0983, -2.9042, 0.0606], [3.3505, -3.0123, -0.8891], [4.3111, 1.1679, -1.0683], [1.5940, 3.9922, 2.7228], [-0.7052, -3.1274, -3.7139], [0.1993, 2.3277, -3.9536], [1.4235, 1.3100, 1.1766], [-4.5681, -0.8799, 2.5220], [0.9901, 2.0021, 0.6562], [-4.3346, 1.6649, -0.9853], [1.6295, -4.5912, 2.0169], [-4.6690, 2.1303, -1.7448], [3.6761, 1.4117, -1.7932], [1.6972, 4.7846, 2.2719], [2.7489, 1.2504, -1.5360], [-2.9958, 1.4475, -3.1864], [-1.3967, -2.7758, 3.4899], [3.6401, -2.1844, -4.0955], [-0.2647, 3.1923, -4.1003], [-2.1494, 1.8891, -3.0403], [0.3306, 3.7890, -3.9118], [-2.1450, -2.2424, 3.8527], [-2.8898, -1.8748, 3.0364], [-1.0895, -2.5623, 0.5446], [2.7825, -2.3660, -3.6603], [0.9949, 4.1540, 3.4148], [3.6765, -2.9921, 0.6539], [0.4799, 0.0484, 3.2916], [-1.4503, -1.4807, 3.7116], [2.3126, 1.6999, 1.4177], [0.9047, -4.3150, 1.5750], [2.3385, -2.7949, -4.3035], [3.9468, 0.2285, 2.0004], [-0.8069, -3.1905, -2.7799], [-1.0472, -4.1630, -2.7425], [-3.2781, -0.4767, 1.7107], [-2.8061, 1.0429, -4.0514], [1.2384, -0.4185, 3.5187]]
}



{
  "formula": "Br2H2N2S",
  "method": "the ωB97M-V functional and the def2-TZVPD basis",
  "spin_multiplicity": 1,
  "max_force_ev_per_a": 2.17,
  "homo_ev": -9.801,
  "elements": ["N", "N", "S", "Br", "Br", "H", "H"],
  "positions_angstrom": [[1.5121, 1.8668, -1.1217], [1.7999, -0.9884, -4.1822], [1.9032, -1.7666, -2.9769], [1.8413, 0.1348, -0.4245], [-0.1532, -2.5940, -2.4923], [0.5672, 1.9184, -1.3759], [1.4850, 2.5212, -0.3810]]
}



In order of appearance, molecular weight = 100.06, 100.05, 789.51, 307.26, 221.91 g/mol.
In order of appearance, energy = -571.8870, -395.9064, -6843.4913, -1299.6537, -5656.8307 Ha.